Version one
{"formula": "C24H34N2O6", "method": "ωB97M-V/def2-TZVPD", "elements": ["C", "C", "O", "C", "O", "C", "C", "C", "N", "C", "O", "C", "C", "C", "C", "O", "C", "C", "C", "N", "C", "O", "C", "C", "O", "C", "C", "C", "C", "C", "C", "C", "H", "H", "H", "H", "H", "H", "H", "H", "H", "H", "H", "H", "H", "H", "H", "H", "H", "H", "H", "H", "H", "H", "H", "H", "H", "H", "H", "H", "H", "H", "H", "H", "H", "H"], "coordinates": [[-8.794, -0.258, 2.250], [-8.991, 0.759, 1.134], [-8.074, 0.537, 0.061], [-6.843, 1.037, 0.194], [-6.483, 1.694, 1.136], [-5.991, 0.691, -1.018], [-4.577, 1.262, -0.885], [-3.786, 0.519, 0.196], [-3.792, -0.900, -0.062], [-2.722, -1.631, -0.447], [-2.806, -2.808, -0.750], [-1.407, -0.912, -0.456], [-0.629, -0.846, 0.690], [0.622, -0.254, 0.669], [1.117, 0.287, -0.514], [2.317, 0.906, -0.667], [3.259, 0.923, 0.395], [3.937, -0.443, 0.566], [4.742, -0.774, -0.693], [5.729, 0.251, -0.930], [7.051, 0.191, -0.670], [7.774, 1.164, -0.809], [7.649, -1.143, -0.234], [7.271, -1.518, 1.216], [6.980, -0.418, 2.043], [8.101, 0.376, 2.370], [5.120, 1.542, -1.180], [4.309, 1.979, 0.039], [0.332, 0.218, -1.668], [-0.909, -0.378, -1.640], [-5.116, -1.480, -0.105], [-5.934, -0.829, -1.220], [-9.553, -0.112, 3.013], [-8.875, -1.269, 1.857], [-7.813, -0.129, 2.702], [-8.849, 1.775, 1.517], [-9.981, 0.663, 0.684], [-6.494, 1.142, -1.881], [-4.628, 2.319, -0.623], [-4.062, 1.163, -1.842], [-2.758, 0.882, 0.224], [-4.252, 0.704, 1.169], [-1.001, -1.267, 1.612], [1.196, -0.221, 1.582], [2.760, 1.217, 1.330], [3.190, -1.221, 0.734], [4.606, -0.395, 1.427], [5.207, -1.754, -0.608], [4.063, -0.790, -1.554], [8.730, -1.017, -0.310], [7.353, -1.944, -0.911], [6.362, -2.124, 1.237], [8.087, -2.112, 1.655], [8.893, -0.235, 2.819], [8.498, 0.897, 1.494], [7.753, 1.107, 3.097], [5.918, 2.256, -1.387], [4.463, 1.461, -2.051], [3.815, 2.928, -0.171], [4.977, 2.107, 0.892], [0.726, 0.641, -2.579], [-1.499, -0.436, -2.543], [-5.002, -2.551, -0.283], [-5.605, -1.323, 0.863], [-6.942, -1.243, -1.236], [-5.457, -1.043, -2.179]], "mulliken_charge": [-1.09, -0.25, -0.33, 0.23, -0.61, 0.32, -0.98, -0.67, 0.04, 0.13, -0.68, -0.21, -0.50, -0.09, 0.78, -0.37, -0.09, -0.56, -1.14, 0.05, 0.96, -0.68, -0.97, -0.52, -0.31, -0.72, -1.06, -0.96, -0.86, -0.14, -0.92, -1.10, 0.39, 0.29, 0.29, 0.32, 0.32, 0.42, 0.38, 0.41, 0.45, 0.32, 0.45, 0.37, 0.38, 0.55, 0.41, 0.40, 0.49, 0.34, 0.46, 0.26, 0.46, 0.31, 0.31, 0.21, 0.45, 0.38, 0.44, 0.40, 0.43, 0.48, 0.49, 0.35, 0.50, 0.43], "smiles": "CCOC(=O)C1CCN(C(=O)c2ccc(OC3CCN(C(=O)CCOC)CC3)cc2)CC1", "orbital_gap_ev": 9.2968, "multiplicity": 1, "homo_ev": -8.570}

=====

Version two
{"formula": "C24H34N2O6", "method": "ωB97M-V/def2-TZVPD", "elements": ["C", "C", "O", "C", "O", "C", "C", "C", "N", "C", "O", "C", "C", "C", "C", "O", "C", "C", "C", "N", "C", "O", "C", "C", "O", "C", "C", "C", "C", "C", "C", "C", "H", "H", "H", "H", "H", "H", "H", "H", "H", "H", "H", "H", "H", "H", "H", "H", "H", "H", "H", "H", "H", "H", "H", "H", "H", "H", "H", "H", "H", "H", "H", "H", "H", "H"], "coordinates": [[-7.911, -4.165, -0.791], [-8.063, -2.720, -1.242], [-7.542, -1.811, -0.268], [-6.229, -1.579, -0.288], [-5.462, -2.079, -1.068], [-5.852, -0.563, 0.776], [-4.357, -0.641, 1.112], [-3.554, 0.334, 0.255], [-3.955, 1.693, 0.549], [-3.117, 2.750, 0.664], [-3.504, 3.831, 1.076], [-1.699, 2.538, 0.244], [-0.678, 2.878, 1.119], [0.651, 2.753, 0.754], [0.980, 2.309, -0.523], [2.237, 2.155, -1.016], [3.368, 2.378, -0.191], [3.602, 1.196, 0.761], [3.917, -0.064, -0.051], [5.077, 0.157, -0.879], [6.319, -0.355, -0.702], [7.255, -0.011, -1.399], [6.471, -1.409, 0.384], [7.930, -1.875, 0.466], [8.177, -2.756, 1.536], [7.716, -4.068, 1.333], [4.874, 1.222, -1.841], [4.574, 2.537, -1.123], [-0.048, 1.997, -1.417], [-1.368, 2.107, -1.038], [-5.350, 1.894, 0.901], [-6.213, 0.835, 0.233], [-8.370, -4.825, -1.521], [-6.857, -4.417, -0.702], [-8.393, -4.311, 0.173], [-9.115, -2.448, -1.349], [-7.537, -2.562, -2.190], [-6.453, -0.771, 1.664], [-3.994, -1.652, 0.928], [-4.200, -0.404, 2.165], [-2.488, 0.223, 0.462], [-3.723, 0.094, -0.802], [-0.930, 3.243, 2.104], [1.413, 3.019, 1.469], [3.235, 3.307, 0.383], [2.715, 1.020, 1.371], [4.439, 1.434, 1.420], [4.064, -0.914, 0.613], [3.066, -0.280, -0.707], [5.820, -2.256, 0.151], [6.182, -0.998, 1.353], [8.223, -2.331, -0.489], [8.572, -1.010, 0.642], [8.089, -4.477, 0.387], [8.103, -4.660, 2.160], [6.621, -4.127, 1.336], [5.783, 1.309, -2.438], [4.033, 0.958, -2.488], [4.361, 3.312, -1.859], [5.439, 2.839, -0.533], [0.220, 1.675, -2.411], [-2.148, 1.876, -1.748], [-5.476, 1.854, 1.991], [-5.631, 2.898, 0.574], [-6.043, 0.870, -0.845], [-7.267, 1.043, 0.413]], "mulliken_charge": [-1.11, -0.26, -0.33, 0.06, -0.58, 0.84, -1.34, -0.60, 0.32, 0.10, -0.68, 0.06, -1.17, -0.15, 0.84, -0.38, 0.03, -0.59, -0.99, 0.05, 0.83, -0.68, -0.48, -0.58, -0.38, -0.68, -1.04, -1.01, -0.67, -0.10, -0.87, -1.17, 0.38, 0.31, 0.30, 0.32, 0.32, 0.45, 0.43, 0.39, 0.53, 0.25, 0.45, 0.36, 0.37, 0.53, 0.37, 0.48, 0.19, 0.38, 0.29, 0.35, 0.31, 0.30, 0.25, 0.26, 0.44, 0.38, 0.44, 0.42, 0.45, 0.43, 0.29, 0.51, 0.34, 0.43], "smiles": "CCOC(=O)C1CCN(C(=O)c2ccc(OC3CCN(C(=O)CCOC)CC3)cc2)CC1", "orbital_gap_ev": 9.2410, "multiplicity": 1, "homo_ev": -8.682}

=====

The least stable of them is version two.

=====

Version one
{"formula": "C3H6INO2", "method": "ωB97M-V/def2-TZVPD", "elements": ["C", "C", "C", "N", "O", "O", "I", "H", "H", "H", "H", "H", "H"], "coordinates": [[0.558, -0.662, 0.805], [0.667, 1.720, -0.069], [-0.933, -2.139, 1.078], [0.064, 0.363, 0.108], [1.448, -0.840, 1.546], [-0.894, 0.052, -0.856], [-2.877, -1.468, 1.239], [0.925, 2.249, 0.833], [1.759, 1.615, -0.369], [0.117, 2.396, -0.839], [-0.605, -2.531, 2.139], [-0.802, -2.904, 0.317], [-1.802, 0.087, -0.519]], "mulliken_charge": [0.45, -0.84, -0.83, 0.19, -0.48, -0.36, 0.04, 0.34, 0.29, 0.29, 0.31, 0.36, 0.24], "orbital_gap_ev": 9.0660, "multiplicity": 1, "homo_ev": -8.679}

=====

Version two
{"formula": "C3H6INO2", "method": "ωB97M-V/def2-TZVPD", "elements": ["C", "C", "O", "I", "C", "N", "O", "H", "H", "H", "H", "H", "H"], "coordinates": [[0.359, 1.344, -0.434], [-0.331, 0.012, -0.599], [-0.389, -0.355, -1.872], [-2.480, 0.306, 0.242], [0.064, -1.186, 0.391], [0.487, -0.675, 1.571], [0.021, -2.305, -0.029], [-0.006, 2.013, -1.210], [1.514, 1.376, -0.526], [0.132, 1.815, 0.582], [-0.785, -1.248, -2.068], [0.414, 0.355, 1.795], [1.001, -1.452, 2.157]], "mulliken_charge": [-1.24, 0.12, -0.54, -0.03, 0.69, -0.32, -0.60, 0.35, 0.28, 0.40, 0.38, 0.22, 0.29], "smiles": "C[C@](O)(I)C(N)=O", "orbital_gap_ev": 9.3473, "multiplicity": 1, "homo_ev": -9.225}

=====

The least stable of them is version one.

=====

Version one
{"formula": "C5H6O2S", "method": "ωB97M-V/def2-TZVPD", "elements": ["O", "C", "C", "O", "C", "C", "C", "S", "H", "H", "H", "H", "H", "H"], "coordinates": [[0.783, 3.299, 0.597], [0.501, 2.327, -0.061], [-0.384, 1.229, 0.470], [-0.950, 0.433, -0.582], [-0.066, -0.669, -0.649], [-0.049, -2.147, -0.557], [-0.026, -1.263, 0.701], [0.739, 0.086, 1.575], [0.846, 2.169, -1.082], [-1.209, 1.647, 1.067], [0.926, -0.347, -1.004], [0.850, -2.610, -1.006], [-0.923, -2.798, -0.546], [-1.038, -1.358, 1.076]], "mulliken_charge": [-0.47, -0.08, 0.06, -0.42, 0.09, -0.54, -0.12, -0.13, 0.31, 0.40, 0.23, 0.23, 0.26, 0.18], "smiles": "O=C[C@H]1O[C@@H]2C[C@H]2S1", "orbital_gap_ev": 9.5261, "multiplicity": 1, "homo_ev": -9.015}

=====

Version two
{"formula": "C5H6O2S", "method": "ωB97M-V/def2-TZVPD", "elements": ["C", "C", "C", "C", "C", "O", "O", "S", "H", "H", "H", "H", "H", "H"], "coordinates": [[-1.441, -0.267, -1.005], [-1.114, 0.844, -1.630], [1.039, 0.727, -0.187], [0.361, -0.426, 0.445], [1.073, -1.250, 1.431], [-0.744, 2.554, 0.269], [-0.866, -0.800, 0.075], [0.057, 2.005, -0.856], [-2.405, -0.594, -1.317], [-1.525, 0.994, -2.569], [2.041, 0.921, 0.191], [1.423, -0.737, 2.283], [1.833, -2.069, 1.184], [0.268, -1.901, 1.686]], "mulliken_charge": [-0.07, -0.48, -0.66, 0.91, -1.30, -0.58, -0.28, 0.27, 0.34, 0.48, 0.37, 0.34, 0.28, 0.39], "orbital_gap_ev": 9.5037, "multiplicity": 1, "homo_ev": -8.931}

=====

The least stable of them is version one.

=====

Version one
{"formula": "C5H6O2S", "method": "ωB97M-V/def2-TZVPD", "elements": ["C", "C", "C", "C", "C", "O", "O", "S", "H", "H", "H", "H", "H", "H"], "coordinates": [[-1.073, 0.081, -0.560], [-0.428, 1.437, -0.838], [1.258, -0.715, 0.110], [1.056, 0.367, 1.094], [-0.235, -0.908, 0.026], [-2.253, -0.133, -0.833], [-0.775, -1.989, 0.621], [0.586, 1.954, 0.576], [0.184, 1.385, -1.738], [-1.200, 2.196, -0.971], [1.729, -0.431, -0.831], [1.747, -1.588, 0.534], [1.141, 0.201, 2.152], [-1.736, -1.857, 0.658]], "mulliken_charge": [0.63, -0.66, -0.60, -0.33, 0.30, -0.65, -0.52, -0.13, 0.32, 0.39, 0.21, 0.31, 0.40, 0.34], "orbital_gap_ev": [7.1700, 7.3701], "multiplicity": 1, "homo_ev": [-7.533, -7.625]}

=====

Version two
{"formula": "C5H6O2S", "method": "ωB97M-V/def2-TZVPD", "elements": ["C", "C", "C", "C", "C", "H", "H", "H", "H", "H", "H", "O", "O", "S"], "coordinates": [[-0.125, 0.133, 1.368], [0.273, 1.591, 1.390], [0.597, -0.403, 0.061], [-0.191, -0.912, -1.106], [0.324, -1.487, -2.161], [-1.889, 1.039, 0.398], [0.193, -0.382, 2.234], [1.360, 1.746, 1.018], [-1.297, -0.671, -0.956], [-0.280, -1.645, -3.080], [1.391, -1.587, -2.083], [-1.508, -0.049, 1.445], [1.814, -0.268, 0.065], [-0.661, 2.895, 1.406]], "mulliken_charge": [0.06, -0.23, 0.59, -0.17, -0.57, 0.29, 0.41, 0.28, 0.15, 0.26, 0.30, -0.60, -0.56, -0.21], "orbital_gap_ev": 8.4262, "multiplicity": 1, "homo_ev": -9.223}

=====

The least stable of them is version two.